# 1
This record from the OMol25 dataset describes a 2-piece molecular cluster, C5H14 overall in a non-equilibrium geometry. The level of theory is ωB97M-V/def2-TZVPD.

Output
SMILES = CCC.CC
relative energy (zero: lowest compared OMol25 entry of this formula, charge and spin) = 73.09 kJ/mol
total charge = 0

Each line ends with the Löwdin charge.
Atoms and positions in Å:
C  -2.24  0.69  0.09  -0.13
C  2.82  -0.19  -0.83  -0.17
C  2.27  0.22  -2.20  -0.17
C  -1.56  -0.24  2.32  -0.13
C  -1.78  -0.59  0.85  -0.29
H  -2.01  0.69  -0.97  0.06
H  -3.33  0.83  0.09  0.07
H  2.14  -0.15  0.02  0.05
H  -2.64  -1.25  0.82  0.09
H  -0.45  -0.17  2.46  0.07
H  3.77  0.30  -0.63  0.06
H  -0.85  -0.87  0.37  0.09
H  1.20  -0.03  -2.28  0.05
H  2.68  -0.49  -2.93  0.06
H  -1.88  -1.06  2.96  0.06
H  -1.80  1.57  0.57  0.06
H  2.45  1.24  -2.53  0.06
H  3.00  -1.25  -0.87  0.05
H  -1.80  0.76  2.68  0.06



# 2
This record from the OMol25 dataset describes a 2-piece molecular cluster, C5H14 overall in a non-equilibrium geometry. The level of theory is ωB97M-V/def2-TZVPD.

Output
SMILES = CCC.CC
relative energy (zero: lowest compared OMol25 entry of this formula, charge and spin) = 90.87 kJ/mol
total charge = 0

Each line ends with the Löwdin charge.
Atoms and positions in Å:
C  1.82  -0.44  1.09  -0.29
C  -2.08  0.52  -1.77  -0.16
C  -2.11  -0.33  -0.48  -0.16
C  1.92  -0.16  -0.41  -0.12
C  0.65  0.40  1.70  -0.13
H  -3.12  -0.24  -0.09  0.07
H  0.92  -0.28  -0.84  0.05
H  0.34  1.26  1.11  0.06
H  2.48  -0.97  -0.87  0.06
H  0.97  0.85  2.65  0.06
H  -1.60  0.10  0.38  0.02
H  -1.18  1.00  -2.15  0.05
H  -2.07  -0.27  -2.56  0.06
H  -3.01  1.05  -1.91  0.05
H  1.49  -1.48  1.17  0.09
H  -0.16  -0.29  1.88  0.05
H  -1.62  -1.29  -0.64  0.06
H  2.70  -0.35  1.72  0.09
H  2.27  0.83  -0.67  0.07



# 3
This record from the OMol25 dataset describes a 2-piece molecular cluster, C5H14 overall in a non-equilibrium geometry. The level of theory is ωB97M-V/def2-TZVPD.

Output
SMILES = CCC.CC
relative energy (zero: lowest compared OMol25 entry of this formula, charge and spin) = 93.70 kJ/mol
total charge = 0

Each line ends with the Löwdin charge.
Atoms and positions in Å:
C  0.35  0.97  0.87  -0.17
C  1.29  -2.21  -2.29  -0.18
C  -0.11  1.76  2.05  -0.34
C  -0.19  -2.42  -1.83  -0.16
C  -1.50  2.36  1.89  -0.14
H  0.66  2.58  2.30  0.12
H  1.76  -1.34  -1.81  0.06
H  -0.63  -3.34  -2.22  0.05
H  -0.14  0.00  0.71  0.06
H  -0.36  -2.15  -0.79  0.05
H  1.26  -2.12  -3.43  0.08
H  1.96  -3.06  -2.15  0.04
H  -0.64  -1.68  -2.52  0.06
H  1.39  0.62  1.12  0.07
H  -0.15  0.96  2.83  0.11
H  0.67  1.40  -0.10  0.07
H  -1.69  3.10  2.64  0.05
H  -1.62  2.94  0.94  0.08
H  -2.33  1.61  1.77  0.09



# 4
This record from the OMol25 dataset describes a 2-piece molecular cluster, C5H14 overall. The level of theory is ωB97M-V/def2-TZVPD.

Output
SMILES = CCC.CC
relative energy (zero: lowest compared OMol25 entry of this formula, charge and spin) = 6.22 kJ/mol
total charge = 0

Each line ends with the Löwdin charge.
Atoms and positions in Å:
C  1.78  -1.18  -1.50  -0.13
C  0.64  -2.44  0.39  -0.13
C  -2.18  2.83  0.33  -0.17
C  -1.23  1.78  0.89  -0.18
C  1.14  -1.10  -0.12  -0.33
H  -3.17  2.74  0.78  0.06
H  -1.58  0.78  0.60  0.06
H  1.89  -0.71  0.57  0.10
H  -1.81  3.83  0.57  0.06
H  -0.01  -2.34  1.26  0.06
H  1.48  -3.10  0.63  0.07
H  1.01  -1.36  -2.26  0.07
H  0.09  -2.97  -0.39  0.07
H  0.32  -0.39  -0.17  0.07
H  -0.21  1.91  0.52  0.06
H  2.28  -0.25  -1.77  0.06
H  2.47  -2.03  -1.56  0.07
H  -2.28  2.78  -0.75  0.06
H  -1.14  1.84  1.97  0.06



# 5
This record from the OMol25 dataset describes a 2-piece molecular cluster, C5H14 overall in a non-equilibrium geometry. The level of theory is ωB97M-V/def2-TZVPD.

Output
SMILES = CCC.CC
relative energy (zero: lowest compared OMol25 entry of this formula, charge and spin) = 167.20 kJ/mol
total charge = 0

Each line ends with the Löwdin charge.
Atoms and positions in Å:
C  -1.38  -0.10  1.12  -0.12
C  0.86  -0.61  -2.23  -0.16
C  0.04  -0.47  1.58  -0.33
C  0.00  0.53  -2.78  -0.17
C  0.56  0.48  2.61  -0.15
H  -1.44  0.73  0.33  0.09
H  0.17  1.40  -2.42  -0.03
H  1.33  1.30  2.33  0.10
H  -1.91  0.14  2.17  0.11
H  -0.19  1.08  3.03  0.03
H  -1.15  0.48  -2.52  0.10
H  -0.19  0.55  -3.87  0.07
H  0.17  -1.32  -1.88  0.04
H  1.54  -0.98  -3.01  0.06
H  0.03  -1.51  1.91  0.10
H  -1.95  -0.93  0.77  0.04
H  1.64  -0.30  -1.45  0.08
H  1.07  0.05  3.49  0.07
H  0.80  -0.50  0.81  0.07



# 6
This record from the OMol25 dataset describes a 2-piece molecular cluster, C5H14 overall in a non-equilibrium geometry. The level of theory is ωB97M-V/def2-TZVPD.

Output
SMILES = CCC.CC
relative energy (zero: lowest compared OMol25 entry of this formula, charge and spin) = 39.70 kJ/mol
total charge = 0

Each line ends with the Löwdin charge.
Atoms and positions in Å:
C  -0.36  1.03  -1.14  -0.29
C  -0.33  -2.31  1.35  -0.15
C  0.84  1.60  -0.37  -0.12
C  1.19  -2.11  1.29  -0.17
C  -1.51  2.06  -1.35  -0.11
H  -0.05  0.65  -2.11  0.09
H  -0.86  -1.42  1.00  0.04
H  1.77  1.17  -0.76  0.07
H  1.67  -2.89  1.87  0.05
H  -1.69  2.16  -2.42  0.06
H  1.54  -2.20  0.25  0.06
H  0.93  2.67  -0.41  0.05
H  -2.44  1.76  -0.91  0.06
H  1.62  -1.14  1.55  0.05
H  -0.73  0.18  -0.57  0.07
H  -0.63  -2.45  2.40  0.06
H  -0.60  -3.14  0.70  0.06
H  -1.16  3.04  -1.05  0.06
H  0.81  1.35  0.69  0.06